(1)
Computed, not measured: a single C11H17N3 molecule, with ωB97M-V with the def2-TZVPD basis set.

The geometry in ORCA input format:
```
! RIJCOSX wB97M-V def2-TZVPD def2/J DEFGRID3
* xyz 0 1
H -0.10 -3.02 0.52
H 2.36 0.72 -1.53
H -0.62 -1.86 1.55
C -0.91 0.80 1.26
C 0.20 1.03 -0.99
H -3.94 0.24 0.41
H 1.22 0.38 -2.91
N -2.11 0.01 1.03
H 2.55 0.91 0.66
C -1.23 -0.86 -0.68
N -3.01 -2.49 -1.37
H 1.08 -1.98 1.52
H 1.82 -0.38 1.75
C 0.18 -2.04 0.96
H -0.73 0.67 2.39
H 1.45 1.30 1.99
C 1.16 -1.17 -1.26
H 0.77 -1.75 -2.08
C -1.05 0.42 -1.56
C -2.22 -1.78 -0.94
C 1.35 0.36 -1.76
H -1.91 1.23 -1.45
H 0.24 2.07 -0.84
H -3.08 1.64 0.31
C 0.12 -1.08 -0.10
N -3.22 0.75 0.75
H 1.96 -1.72 -0.90
H -1.11 0.24 -2.68
C 0.31 0.40 0.39
C 1.69 0.56 1.27
H -1.01 1.86 0.88
*
```

For the orbital gap (spin up / spin down), the calculation gives 8.081 / 8.081 eV. For the lowest unoccupied orbital energy (spin up / spin down), the calculation gives 0.456 / 0.458 eV.

=====

(2)
Computed, not measured: a single C11H17N3 molecule, with ωB97M-V with the def2-TZVPD basis set.

The geometry in ORCA input format:
```
! RIJCOSX wB97M-V def2-TZVPD def2/J DEFGRID3
* xyz 0 1
H -3.47 -2.65 0.37
H 3.56 -1.44 1.49
C -3.04 -1.65 0.03
H 4.98 -1.07 0.53
H 4.59 1.43 1.59
C 0.57 -0.18 -2.17
C -2.95 0.31 -1.06
H 1.26 -0.86 -2.63
H -0.50 0.58 1.81
H -0.39 -0.18 -2.65
C 2.90 -0.51 -0.14
H 2.87 -1.33 -0.78
C 3.94 -0.65 0.90
N -1.78 -1.20 0.16
H 0.03 2.12 1.19
N -1.75 -0.01 -0.43
H 2.93 0.65 2.23
C 4.06 0.50 1.88
H 1.96 1.30 0.58
C -0.69 1.34 1.09
H -1.59 1.89 1.33
H -5.57 -1.76 -0.94
C -0.64 0.93 -0.31
C 1.97 0.42 -0.14
H -0.85 1.78 -0.94
H 4.54 0.36 2.80
C 0.81 0.42 -0.96
H -5.64 -0.22 -1.58
N -5.22 -0.83 -0.97
C -3.84 -0.79 -0.82
H -3.04 1.26 -1.45
*
```

The structure (SMILES) is C=C(/C=C/CC)[C@H](C)n1cc(N)cn1. For the orbital gap, the calculation gives 8.523 eV. For the lowest unoccupied orbital energy, the calculation gives 0.912 eV.

=====

Stability, lowest: (1)

=====

(1)
Computed, not measured: a gas-phase ion, C4H10NO2 (charge -1), with ωB97M-V with the def2-TZVPD basis set.

The geometry in ORCA input format:
```
! RIJCOSX wB97M-V def2-TZVPD def2/J DEFGRID3
* xyz -1 1
H -1.66 -2.45 -0.80
H 0.96 -0.66 0.74
H -0.82 1.91 0.72
N 0.74 0.78 -0.99
H -0.17 -2.74 -0.22
H 0.57 -1.24 -1.77
H 1.66 1.24 -0.72
H -1.81 0.22 -0.41
H 0.19 1.69 -0.86
C 0.11 1.36 1.39
H -0.33 0.89 2.29
C 0.21 0.09 0.35
O -0.39 -1.62 -1.99
C -1.12 -0.52 0.23
C -0.72 -1.85 -0.66
O 1.26 1.89 1.85
H -1.57 -1.01 1.24
*
```

The structure (SMILES) is N[C@@H](C[O-])CCO. For the orbital gap, the calculation gives 6.585 eV. For the lowest unoccupied orbital energy, the calculation gives 3.891 eV.

=====

(2)
Computed, not measured: a gas-phase ion, C4H10NO2 (charge -1), with ωB97M-V with the def2-TZVPD basis set.

The geometry in ORCA input format:
```
! RIJCOSX wB97M-V def2-TZVPD def2/J DEFGRID3
* xyz -1 1
H -1.60 -0.64 -0.10
N 1.15 0.14 -0.62
C -0.02 0.80 0.02
H -1.42 0.20 -1.76
H 1.89 0.32 0.06
O 1.29 -2.12 0.51
H 0.11 -1.54 -1.21
C 1.05 -1.42 -0.67
H 0.05 1.84 -0.49
H 0.32 -0.19 1.93
C 0.23 0.83 1.51
C -1.34 0.24 -0.61
H 1.20 1.34 1.73
H -2.07 1.35 0.63
H -0.54 1.45 2.10
H 1.86 -1.63 -1.59
O -2.22 1.35 -0.32
*
```

The structure (SMILES) is C[C@H](CO)NC[O-]. For the orbital gap, the calculation gives 6.415 eV. For the lowest unoccupied orbital energy, the calculation gives 3.719 eV.

=====

Stability, lowest: (1)

=====

(1)
Computed, not measured: a single C3H6N2S molecule, with ωB97M-V with the def2-TZVPD basis set.

The geometry in ORCA input format:
```
! RIJCOSX wB97M-V def2-TZVPD def2/J DEFGRID3
* xyz 0 1
H -1.21 1.25 0.26
S 2.52 -1.07 0.56
H -0.15 -0.40 1.50
N 1.33 -0.15 -0.13
H -0.93 0.55 -1.22
C -1.11 0.37 -0.19
H 1.67 0.74 -0.39
C -0.30 -1.87 0.14
H -2.04 -0.08 -0.31
N -0.47 -2.96 -0.13
C -0.02 -0.50 0.48
H 2.83 -1.92 -0.39
*
```

The structure (SMILES) is C[C@@H](C#N)NS. For the orbital gap, the calculation gives 10.244 eV. For the lowest unoccupied orbital energy, the calculation gives 0.722 eV.

=====

(2)
Computed, not measured: a single C3H6N2S molecule, with ωB97M-V with the def2-TZVPD basis set.

The geometry in ORCA input format:
```
! RIJCOSX wB97M-V def2-TZVPD def2/J DEFGRID3
* xyz 0 1
H -1.73 -1.67 -0.41
C -1.87 -0.64 -0.02
H -2.68 -0.09 -0.49
H 3.32 0.97 0.08
H -2.24 -0.71 1.04
C 2.26 0.91 -0.02
N 1.86 -0.32 -0.02
H 1.52 1.68 -0.03
S -0.73 1.86 -0.03
N 0.51 -0.58 -0.07
C -0.59 0.18 -0.07
H 0.36 -1.59 0.03
*
```

The structure (SMILES) is C=NNC(C)=S. For the orbital gap, the calculation gives 8.690 eV. For the lowest unoccupied orbital energy, the calculation gives 0.274 eV.

=====

Stability, lowest: (1)

=====

(1)
Computed, not measured: a single C3H6N2S molecule, with ωB97M-V with the def2-TZVPD basis set.

The geometry in ORCA input format:
```
! RIJCOSX wB97M-V def2-TZVPD def2/J DEFGRID3
* xyz 0 1
H -1.64 -0.26 2.90
S 1.07 0.44 -2.55
H 0.34 -1.48 -1.37
H 0.76 1.71 -0.70
C -0.51 0.39 1.20
N -0.17 -1.29 -0.47
C 0.01 -0.09 -0.13
N 0.67 0.76 -0.97
H 2.42 0.33 -2.57
H -0.54 1.46 1.35
C -1.18 -0.50 1.91
H -1.23 -1.47 1.39
*
```

The structure (SMILES) is [H]/N=C(/C=C)NS. For the orbital gap, the calculation gives 9.823 eV. For the lowest unoccupied orbital energy, the calculation gives 0.732 eV.

=====

(2)
Computed, not measured: a molecular structure, C3H6N2S, with ωB97M-V with the def2-TZVPD basis set.

The geometry in ORCA input format:
```
! RIJCOSX wB97M-V def2-TZVPD def2/J DEFGRID3
* xyz 0 1
S -0.61 0.90 2.77
N 0.68 -1.33 -0.29
H 1.15 -0.86 2.05
H -0.54 -0.03 -2.33
N 0.32 -0.11 0.41
H -0.85 1.79 0.08
C 0.31 -0.13 1.67
H -1.70 1.42 -1.85
H 0.67 -2.22 0.30
C -0.47 0.70 -0.36
H 1.85 -0.93 -0.78
C -0.84 0.78 -1.67
*
```

For the orbital gap, the calculation gives 8.229 eV. For the lowest unoccupied orbital energy, the calculation gives -0.057 eV.

=====

Stability, lowest: (2)

=====

(1)
Computed, not measured: a single C3H6N2S molecule, with ωB97M-V with the def2-TZVPD basis set.

The geometry in ORCA input format:
```
! RIJCOSX wB97M-V def2-TZVPD def2/J DEFGRID3
* xyz 0 1
H 1.89 -0.57 -2.62
C 1.59 -0.59 -1.57
H -0.19 0.44 -2.02
N 1.36 -1.21 1.23
S -1.62 0.99 0.13
N -0.19 0.06 0.01
C 0.43 -0.02 -1.26
H -0.41 -0.36 2.02
H 2.24 -1.06 -0.85
H -1.07 2.20 0.37
H 1.48 -1.56 2.18
C 0.28 -0.54 1.18
*
```

The structure (SMILES) is [H]/N=C/N(S)C=C. For the orbital gap, the calculation gives 9.369 eV. For the lowest unoccupied orbital energy, the calculation gives 0.642 eV.

=====

(2)
Computed, not measured: a single C3H6N2S molecule, with ωB97M-V with the def2-TZVPD basis set.

The geometry in ORCA input format:
```
! RIJCOSX wB97M-V def2-TZVPD def2/J DEFGRID3
* xyz 0 1
H -0.54 1.84 -1.27
C 0.20 0.92 0.78
S 1.79 1.56 0.02
N -0.43 -2.25 -0.84
H 0.14 1.20 1.78
C 0.02 -0.46 0.54
N -0.50 -0.96 -0.49
C -0.04 1.99 -0.29
H 0.50 -1.11 1.28
H 0.08 -3.00 -0.22
H -1.11 -2.69 -1.47
H -0.13 2.97 0.20
*
```

The structure (SMILES) is N/N=C/[C@@H]1CS1. For the orbital gap, the calculation gives 9.169 eV. For the lowest unoccupied orbital energy, the calculation gives 0.921 eV.

=====

(3)
Computed, not measured: 2 unconnected molecules or ions with the total composition C3H6N2S, with ωB97M-V with the def2-TZVPD basis set.

The geometry in ORCA input format:
```
! RIJCOSX wB97M-V def2-TZVPD def2/J DEFGRID3
* xyz 0 1
C 0.42 -1.38 -0.14
H -3.38 2.49 0.03
S -3.13 -0.91 0.11
N -2.71 1.78 -0.06
C -2.85 0.58 -0.13
C 0.68 0.80 0.47
H 0.45 -1.91 0.70
H 1.45 -1.44 -0.36
H -0.10 -1.83 -0.86
N -0.11 -0.11 0.10
H 1.72 0.69 0.55
H 0.40 1.74 0.60
*
```

The structure (SMILES) is N=C=S.C=NC. For the orbital gap, the calculation gives 10.063 eV. For the lowest unoccupied orbital energy, the calculation gives 0.883 eV.

=====

(4)
Computed, not measured: a single C3H6N2S molecule, with ωB97M-V with the def2-TZVPD basis set.

The geometry in ORCA input format:
```
! RIJCOSX wB97M-V def2-TZVPD def2/J DEFGRID3
* xyz 0 1
H -2.88 -0.55 -0.02
H 0.30 -1.98 -0.07
C 1.82 -0.66 -0.12
N 0.41 -0.97 0.08
H 3.32 0.49 0.07
C -1.96 -1.16 -0.01
H 2.40 -1.52 -0.45
S -0.81 1.43 -0.05
C -0.75 -0.24 0.07
H -2.07 -1.70 0.97
H -1.82 -1.90 -0.83
N 2.30 0.49 0.12
*
```

The structure (SMILES) is [H]/N=C/NC(C)=S. For the orbital gap, the calculation gives 8.413 eV. For the lowest unoccupied orbital energy, the calculation gives 0.309 eV.

=====

Stability, lowest: (2)

=====

(1)
Computed, not measured: a single C3H6N2S molecule, with ωB97M-V with the def2-TZVPD basis set.

The geometry in ORCA input format:
```
! RIJCOSX wB97M-V def2-TZVPD def2/J DEFGRID3
* xyz 0 1
C -2.43 1.06 0.07
H -2.23 1.24 1.29
N -0.11 -0.14 -0.22
H -0.09 0.99 -0.64
C -2.30 -0.45 0.09
S 2.48 0.36 0.09
H 1.18 -1.75 0.26
H -3.48 1.30 -0.37
N -1.10 -0.99 0.01
C 1.16 -0.63 -0.14
H -3.18 -1.24 0.20
H -1.89 1.59 -0.74
*
```

The structure (SMILES) is C/C=N\NC=S. For the orbital gap, the calculation gives 8.535 eV. For the lowest unoccupied orbital energy, the calculation gives 0.091 eV.

=====

(2)
Computed, not measured: a single C3H6N2S molecule, with ωB97M-V with the def2-TZVPD basis set.

The geometry in ORCA input format:
```
! RIJCOSX wB97M-V def2-TZVPD def2/J DEFGRID3
* xyz 0 1
H 1.89 1.06 1.18
N -0.67 0.54 0.08
H -1.64 0.33 -1.65
C 0.96 0.54 1.28
H 0.96 -0.07 2.20
N -1.86 0.48 -0.66
C -0.30 1.39 1.23
C 0.41 -0.25 0.07
S 0.86 -1.36 -0.98
H -1.00 1.20 1.98
H -0.24 2.42 0.90
H -2.36 -0.37 -0.28
*
```

The structure (SMILES) is NN1CCC1=S. For the orbital gap, the calculation gives 9.297 eV. For the lowest unoccupied orbital energy, the calculation gives 0.840 eV.

=====

Stability, lowest: (1)

=====

(1)
Computed, not measured: 2 unconnected molecules or ions with the total composition C4H11FP, with ωB97M-V with the def2-TZVPD basis set.

The geometry in ORCA input format:
```
! RIJCOSX wB97M-V def2-TZVPD def2/J DEFGRID3
* xyz 1 1
H 0.19 -1.46 1.85
H -1.27 2.09 -0.17
H 0.63 -1.01 -2.19
H 2.29 0.34 0.79
C -1.23 1.14 -0.72
F 1.22 -2.15 -0.64
H -1.28 -2.21 -1.38
H -0.61 0.05 2.33
C -0.53 -0.70 1.55
H -1.50 -1.17 1.39
C 1.55 1.00 0.34
C 0.41 -1.23 -1.15
H 1.35 1.83 1.01
H -0.98 1.35 -1.76
H -2.20 0.65 -0.67
P 0.02 0.07 0.01
H 1.96 1.39 -0.60
*
```

For the orbital gap, the calculation gives 9.648 eV. For the lowest unoccupied orbital energy, the calculation gives -4.820 eV.

=====

(2)
Computed, not measured: a gas-phase ion, C4H11FP (charge +1), with ωB97M-V with the def2-TZVPD basis set.

The geometry in ORCA input format:
```
! RIJCOSX wB97M-V def2-TZVPD def2/J DEFGRID3
* xyz 1 1
H -1.95 -0.45 -1.67
H 2.08 2.03 0.20
H 3.21 -0.63 0.80
C -2.03 -0.14 0.62
F -1.34 -0.81 1.78
H 1.47 -1.49 1.13
H -2.28 0.99 0.86
H -3.09 -0.68 0.49
C -0.08 0.77 -1.12
C 2.10 -0.76 0.42
P 1.13 0.93 0.40
H -0.63 -1.43 -0.66
H 0.60 0.32 -1.99
H -0.52 1.80 -1.46
H 2.12 -1.22 -0.68
H 0.39 1.15 1.64
C -1.19 -0.38 -0.76
*
```

For the orbital gap, the calculation gives 12.422 eV. For the lowest unoccupied orbital energy, the calculation gives -3.376 eV.

=====

Stability, lowest: (1)

=====

(1)
Computed, not measured: 4 unconnected molecules or ions with the total composition CH11N2O3, with ωB97M-V with the def2-TZVPD basis set.

The geometry in ORCA input format:
```
! RIJCOSX wB97M-V def2-TZVPD def2/J DEFGRID3
* xyz 1 1
H 0.96 -0.03 1.09
H 0.86 2.08 1.46
C 0.20 -0.73 -0.66
H 1.75 -1.41 0.30
H -1.63 -0.19 -1.37
H 0.39 -3.76 0.49
N 1.09 -0.63 0.28
H -0.97 3.98 -1.03
H 0.15 1.89 2.85
N -0.95 -0.08 -0.63
O 0.83 -3.56 -0.33
H -1.10 0.59 0.13
H 0.83 -4.22 -1.02
O 0.38 1.45 2.02
O -1.22 3.06 -0.96
H -2.15 3.03 -1.20
H 0.59 -1.47 -1.41
*
```

For the orbital gap, the calculation gives 12.229 eV. For the lowest unoccupied orbital energy, the calculation gives -2.799 eV.

=====

(2)
Computed, not measured: 4 unconnected molecules or ions with the total composition CH11N2O3, with ωB97M-V with the def2-TZVPD basis set.

The geometry in ORCA input format:
```
! RIJCOSX wB97M-V def2-TZVPD def2/J DEFGRID3
* xyz 1 1
H -2.16 -0.39 3.91
H -2.17 0.47 -2.73
O 3.39 -0.38 -0.99
O -1.25 -0.09 3.79
H -0.85 1.57 1.41
N -1.70 -0.10 -2.04
H 3.82 0.21 -0.37
H 1.43 -0.16 -1.18
H 0.07 -0.18 -0.21
H -0.86 -0.20 4.66
H -0.77 0.18 2.01
C -0.37 -0.11 -2.15
O -0.82 0.64 1.13
H -2.28 -0.56 -1.37
N 0.43 -0.35 -1.16
H 4.08 -0.67 -1.58
H 0.01 0.14 -3.13
*
```

For the orbital gap, the calculation gives 11.980 eV. For the lowest unoccupied orbital energy, the calculation gives -2.981 eV.

=====

Stability, lowest: (1)